1:
This record from the OMol25 dataset describes an isolated molecule of C6H8. The level of theory is ωB97M-V with the def2-TZVPD basis set.

Geometry (Å):
1 C 2.864 0.465 -0.438
2 C -0.837 -0.139 0.476
3 C -1.345 1.189 -0.049
4 C -0.550 -1.276 -0.459
5 C 0.592 -0.636 0.312
6 C 1.726 0.085 -0.270
7 H -1.097 2.009 0.635
8 H -0.646 -1.080 -1.526
9 H 3.901 0.723 -0.481
10 H -1.259 -0.418 1.441
11 H -2.438 1.158 -0.145
12 H -0.928 1.433 -1.034
13 H 0.942 -1.222 1.146
14 H -0.816 -2.289 -0.168

## Properties
SMILES = C#C[C@@H]1C[C@@H]1C
orbital gap = 10.458 eV
E_LUMO = 1.112 eV

2:
This record from the OMol25 dataset describes an isolated molecule of C6H8. The level of theory is ωB97M-V with the def2-TZVPD basis set.

Geometry (Å):
1 C -0.449 -0.101 -0.044
2 C 0.676 -0.819 0.170
3 C -0.560 1.502 0.032
4 C -1.781 -0.837 -0.074
5 C 3.169 -0.019 -0.160
6 C 2.066 -0.387 0.087
7 H -1.973 -1.477 0.832
8 H 0.445 1.970 -0.092
9 H -2.623 -0.210 -0.355
10 H -0.770 1.743 1.095
11 H 4.233 0.263 -0.165
12 H 0.636 -1.912 0.317
13 H -1.725 -1.659 -0.999
14 H -1.346 1.942 -0.643

## Properties
SMILES = C#CC=C(C)C
orbital gap = 9.645 eV
E_LUMO = 0.925 eV

3:
This record from the OMol25 dataset describes a cluster of 2 separate species, C6H8 in total. The level of theory is ωB97M-V with the def2-TZVPD basis set.

Geometry (Å):
1 C 1.630 -0.883 0.887
2 C -1.871 0.373 0.241
3 C 0.101 0.396 -1.110
4 C 0.586 -1.447 1.072
5 C 0.983 1.166 -0.481
6 C -0.982 -0.338 -0.447
7 H 0.084 0.297 -2.190
8 H 2.622 -0.519 0.836
9 H -1.618 1.388 0.534
10 H -0.135 -2.135 1.415
11 H -1.211 -1.350 -0.789
12 H -2.866 0.011 0.449
13 H 1.791 1.662 -1.002
14 H 0.886 1.378 0.583

## Properties
SMILES = C=CC=C.C#C
orbital gap = 10.025 eV
E_LUMO = 1.062 eV

Which structure loses on stability? 3 does.

1:
This record from the OMol25 dataset describes an isolated molecule of C6H8. The level of theory is ωB97M-V with the def2-TZVPD basis set.

Geometry (Å):
1 C 0.241 1.121 1.143
2 C -0.971 -0.068 -0.636
3 C 1.541 -0.129 -0.678
4 C 0.290 0.397 0.014
5 C 1.626 -1.282 0.074
6 C -2.197 0.155 -0.191
7 H 1.622 -0.041 -1.755
8 H 2.034 -1.213 1.071
9 H -2.323 0.589 0.795
10 H -3.121 -0.106 -0.687
11 H -0.612 1.756 1.332
12 H -0.808 -0.318 -1.683
13 H 1.173 1.381 1.627
14 H 1.505 -2.245 -0.427

## Properties
SMILES = C=CC(=C)C=C
orbital gap = 8.014 eV
E_LUMO = 0.217 eV

2:
This record from the OMol25 dataset describes an isolated molecule of C6H8. The level of theory is ωB97M-V with the def2-TZVPD basis set.

Geometry (Å):
1 C -0.735 -0.561 -0.212
2 C 0.386 -1.229 0.807
3 C -1.756 0.395 0.179
4 C -0.018 0.407 -1.052
5 C 1.525 -0.582 0.640
6 C 1.105 0.953 -0.319
7 H 0.002 0.364 -2.141
8 H 0.862 1.454 0.615
9 H -2.814 0.092 0.266
10 H 2.580 -0.606 0.909
11 H -1.525 1.364 0.595
12 H 0.031 -2.093 1.387
13 H 1.822 1.569 -0.908
14 H -1.189 -1.367 -0.792

## Properties
orbital gap (spin up / spin down) = 8.104 / 8.194 eV
E_LUMO (spin up / spin down) = 0.516 / 0.510 eV

Which structure loses on stability? 2 does.